# 1
19
Properties=species:S:1:pos:R:3:forces:R:3:nbo_charge:R:1 method="wB97M-V/def2-TZVPD" max_force_ha_per_bohr=0.0568 homo_lumo_gap_ev=9.094 smiles=CN(C)[C@H](N)NN de_lowest_kcal_mol=55.1
C -1.593 0.388 -1.029 0.162 0.055 0.272 -0.4138
N -0.230 -0.032 -0.780 0.041 0.504 1.243 -0.5212
C -0.113 -1.475 -0.809 -0.061 0.184 0.451 -0.4191
C 0.507 0.861 0.424 -1.480 -1.457 -2.050 0.2670
N 1.306 1.709 -0.383 1.367 -0.635 -1.093 -0.8240
N 1.308 0.103 1.296 0.174 -0.178 0.380 -0.4728
N 0.662 -0.664 2.291 -0.297 -0.070 -0.177 -0.6550
H -1.648 1.477 -1.035 -0.039 0.048 -0.063 0.1899
H -2.302 0.024 -0.268 -0.080 -0.037 -0.025 0.1562
H -1.930 0.026 -2.005 0.008 0.031 0.024 0.1962
H -0.382 -1.838 -1.807 0.091 0.071 0.052 0.2018
H 0.916 -1.774 -0.610 -0.013 -0.115 0.010 0.1943
H -0.779 -1.987 -0.096 0.024 -0.112 0.052 0.1512
H -0.279 1.390 0.977 0.130 -0.171 -0.072 0.1755
H 1.584 0.998 -1.132 -0.143 1.853 0.924 0.3728
H 0.731 2.389 -0.867 -0.028 -0.111 -0.002 0.3629
H 2.005 -0.460 0.822 -0.035 0.168 0.093 0.3574
H 0.437 -0.052 3.070 0.031 -0.112 -0.126 0.3495
H -0.200 -1.082 1.939 0.148 0.085 0.108 0.3312

# 2
20
Properties=species:S:1:pos:R:3:forces:R:3:nbo_charge:R:1 method="wB97M-V/def2-TZVPD" max_force_ha_per_bohr=0.0145 charge=+1 homo_lumo_gap_ev=9.948 de_lowest_kcal_mol=25.4
C -1.101 1.513 1.174 -0.004 0.095 0.084 0.0331
C -0.890 1.750 -0.116 0.002 -0.240 -0.355 -0.1972
N -1.517 0.893 -1.131 0.375 -0.003 0.079 -0.7186
N -0.429 2.109 2.210 -0.396 0.119 0.163 -0.7771
H -1.838 0.775 1.465 0.003 -0.121 0.070 0.2010
H -0.159 2.437 -0.508 0.010 0.087 -0.007 0.2195
H -0.871 0.020 -1.322 -0.112 -0.283 0.115 0.4603
H -2.417 0.535 -0.824 -0.139 0.055 -0.054 0.4247
H -1.644 1.383 -2.013 -0.202 0.119 0.017 0.4276
H -0.036 3.015 2.005 0.197 -0.007 0.040 0.3935
H -0.922 2.109 3.092 0.128 -0.022 -0.085 0.3996
N 2.294 -1.326 -0.602 0.048 0.009 0.459 -0.7967
C 0.954 -1.549 -0.546 0.090 -0.368 0.046 0.6307
N 0.529 -2.300 0.521 -0.298 0.685 0.018 -0.7932
N 0.113 -1.209 -1.477 0.133 0.255 -0.260 -0.8735
H 2.633 -0.465 -0.993 -0.068 -0.062 -0.220 0.4048
H 2.837 -1.680 0.170 0.126 -0.070 -0.099 0.4027
H 0.833 -1.994 1.433 0.211 -0.185 0.057 0.3928
H -0.463 -2.475 0.483 -0.055 -0.206 -0.002 0.4001
H 0.635 -1.016 -2.328 -0.050 0.143 -0.066 0.3659

# 3
20
Properties=species:S:1:pos:R:3:forces:R:3:nbo_charge:R:1 method="wB97M-V/def2-TZVPD" max_force_ha_per_bohr=0.1016 charge=+1 homo_lumo_gap_ev=8.907 de_lowest_kcal_mol=154.9
C -2.380 -0.419 1.725 3.300 1.959 0.424 0.3426
C 2.988 0.360 -1.620 -1.955 -1.299 -2.827 -0.7343
C 1.787 0.065 -0.818 -2.977 1.986 -3.810 0.5262
N -3.646 -0.525 2.047 -1.355 -0.269 0.777 -0.7967
N 0.011 0.463 -1.963 4.448 1.629 1.710 -0.7171
N 0.678 -0.359 1.224 -0.675 -0.193 0.911 -0.6673
N 1.754 -0.290 0.370 -1.229 -1.884 2.982 -0.3120
N -1.778 -0.497 0.596 -3.241 -2.217 -2.059 -0.7567
H -1.617 -0.093 2.493 -1.467 -0.070 -0.079 0.1720
H 3.317 -0.647 -1.980 0.240 0.961 -0.020 0.2700
H 3.721 0.905 -1.145 1.763 0.759 1.687 0.2549
H 2.757 1.019 -2.517 -0.186 -1.180 0.950 0.2892
H -4.104 0.132 2.647 0.292 0.041 0.700 0.4216
H -4.283 -1.076 1.534 -0.491 -0.434 -0.973 0.4042
H -0.153 1.388 -1.487 -0.116 -1.239 -0.484 0.3630
H -0.731 -0.163 -1.748 -0.521 -0.819 1.052 0.3513
H -0.349 -0.388 0.825 0.952 0.070 -0.692 0.4162
H 0.732 -1.088 1.961 0.824 0.585 -1.015 0.3802
H 2.545 -0.683 0.879 0.729 0.618 -0.559 0.4345
H -2.479 -0.868 -0.156 1.666 0.996 1.326 0.3583

# 4
21
Properties=species:S:1:pos:R:3:forces:R:3:nbo_charge:R:1 method="wB97M-V/def2-TZVPD" max_force_ha_per_bohr=0.0582 homo_lumo_gap_ev=8.816 de_lowest_kcal_mol=74.1
C -1.668 -1.593 0.476 0.411 -0.168 -0.362 -0.4384
N -0.991 -0.876 -0.591 0.746 0.555 0.450 -0.5199
C -0.776 1.010 -0.188 0.251 1.625 1.488 0.1439
N -1.570 1.597 0.689 0.221 -1.228 -1.137 -0.8170
H -1.548 -0.781 -1.438 0.710 -0.410 -0.322 0.3828
H -1.449 1.208 1.627 0.380 0.235 -0.061 0.3108
H -0.865 1.397 -1.215 -0.091 -0.271 0.111 0.1547
H -2.295 -0.916 1.063 -0.063 0.230 -0.037 0.2035
H -0.942 -2.041 1.161 0.095 0.070 -0.192 0.2066
H -2.292 -2.396 0.079 -0.016 0.005 0.051 0.1968
C 0.709 0.609 0.112 -0.494 0.233 -0.240 0.3009
N 1.484 -1.049 -1.440 -0.076 0.029 -1.044 -0.6563
N 1.064 0.576 1.506 0.482 0.120 -0.050 -0.8596
N 1.612 1.450 -0.612 0.428 -0.026 -0.128 -0.8807
N 0.732 -0.816 -0.376 -2.440 -0.975 1.431 -0.0768
H 2.216 -0.367 -1.650 -0.671 -0.168 -0.179 0.4085
H 1.457 -2.012 -1.749 0.705 0.358 0.284 0.3858
H 0.842 -0.298 1.969 -0.154 0.240 -0.237 0.3858
H 0.711 1.389 2.008 -0.053 -0.328 -0.182 0.3839
H 1.227 2.013 -1.362 -0.004 -0.013 0.427 0.3856
H 2.341 1.895 -0.067 -0.364 -0.111 -0.073 0.3991